Computed, not measured: C2H6N2O3 in the gas phase at a distorted geometry, with wB97M-V/def2-TZVPD.

Last column: Mulliken charge in e.
CARTESIAN COORDINATES (ANGSTROEM)
C -0.13 0.53 1.69  -0.701
N -0.42 0.52 0.27  -0.243
O -1.75 -0.09 0.04  -0.422
N 0.48 -0.17 -0.45  0.421
O 0.92 -1.44 0.02  -0.471
C 0.61 0.04 -1.79  0.072
O 1.22 -0.73 -2.51  -0.583
H -0.15 -0.47 2.12  0.301
H 0.85 0.98 1.82  0.293
H -0.89 1.15 2.17  0.283
H -2.26 0.53 -0.50  0.332
H 1.28 -1.86 -0.79  0.368
H 0.23 1.02 -2.09  0.350

Values from the calculation:
frontier orbital gap: 10.202 eV
E_tot: -414.9040 Ha
SMILES: CN(O)N(O)C=O
LUMO level: 0.0263 Ha
relative energy (zero: lowest compared OMol25 entry of this formula, charge and spin): 120.2 kcal per mole

***

Computed, not measured: 2 unconnected molecules or ions with the total composition C4H5N3 at a distorted geometry, with wB97M-V/def2-TZVPD.

Last column: Mulliken charge in e.
CARTESIAN COORDINATES (ANGSTROEM)
N -0.96 0.12 -3.06  -0.423
C -1.21 -0.10 -1.95  0.311
C -1.52 -0.30 -0.57  -0.581
C -0.99 -1.29 0.12  0.557
N -0.56 -2.24 0.74  -0.491
H -2.13 0.43 -0.06  0.330
H 0.36 -2.12 1.15  0.298
C 1.56 0.99 1.07  -0.347
N 0.62 1.47 0.37  -0.455
H 2.51 0.62 0.67  0.251
H 1.45 0.97 2.16  0.293
H 0.86 1.45 -0.63  0.258

Values from the calculation:
frontier orbital gap: 10.142 eV
E_tot: -319.5966 Ha
SMILES: N#CC=C=N.C=N
LUMO level: 0.0210 Ha
relative energy (zero: lowest compared OMol25 entry of this formula, charge and spin): 72.5 kcal per mole

***

Computed, not measured: a gas-phase ion, N2 (charge +1), with wB97M-V/def2-TZVPD.

Last column: Mulliken charge in e.
CARTESIAN COORDINATES (ANGSTROEM)
N 0.33 -0.18 0.40  0.500
N -0.33 0.18 -0.40  0.500

Values from the calculation:
frontier orbital gap (alpha / beta): 17.687 / 9.226 eV
total charge: +1
E_tot: -108.9659 Ha
LUMO level (alpha / beta): -0.3380 / -0.6303 Ha
2S+1: 2
relative energy (zero: lowest compared OMol25 entry of this formula, charge and spin): 0.0 kcal per mole

***

Computed, not measured: a molecular structure, C44H53N5O5SScSi, with wB97M-V/def2-TZVPD.

Last column: Mulliken charge in e.
CARTESIAN COORDINATES (ANGSTROEM)
Sc 0.19 0.27 -1.63  -0.231
C 2.12 -2.71 -4.27  -0.936
C 1.48 -2.67 -5.51  -0.491
C 0.44 -1.79 -5.70  -0.563
C 0.07 -0.91 -4.67  0.152
N 0.66 -0.99 -3.46  0.772
C 1.66 -1.88 -3.28  -0.911
N -0.90 0.02 -5.00  -0.637
C -0.97 1.15 -4.39  0.391
N -0.25 1.53 -3.28  0.122
C -0.38 2.89 -3.11  -0.017
N 0.28 3.65 -2.30  -0.277
C 1.30 3.22 -1.49  0.269
C 2.05 4.24 -0.89  -0.388
C 3.12 3.94 -0.08  -0.761
C 3.45 2.61 0.15  -0.668
C 2.68 1.65 -0.46  -0.099
N 1.62 1.92 -1.25  0.066
C -1.37 3.40 -4.08  0.375
C -1.88 4.66 -4.29  -0.120
C -2.81 4.81 -5.31  -0.733
C -3.20 3.72 -6.10  -0.604
C -2.67 2.46 -5.89  -0.221
C -1.76 2.31 -4.86  -0.315
H 2.94 -3.38 -4.08  0.589
H 1.79 -3.33 -6.31  0.434
H -0.09 -1.72 -6.63  0.562
H 2.07 -1.93 -2.28  0.585
H 1.76 5.26 -1.10  0.567
H 3.69 4.74 0.38  0.449
H 4.29 2.32 0.77  0.526
H 2.90 0.60 -0.30  0.194
H -1.55 5.50 -3.69  0.542
H -3.24 5.78 -5.51  0.430
H -3.93 3.88 -6.88  0.415
H -2.95 1.61 -6.50  0.551
O -1.15 1.32 -0.43  -0.483
S -1.55 1.10 1.04  0.249
C -2.50 2.58 1.48  -1.821
C -1.80 3.90 1.34  0.074
C -1.37 4.58 2.48  -0.074
C -0.75 5.81 2.35  -0.849
C -0.55 6.37 1.09  -0.642
C -0.99 5.69 -0.04  -0.549
C -1.61 4.46 0.09  0.076
C 0.03 1.37 1.88  1.302
C -0.02 1.79 3.32  0.530
C -0.97 1.31 4.22  -0.101
C -0.97 1.74 5.54  -1.193
C -0.01 2.64 5.98  -0.645
C 0.95 3.12 5.10  -0.719
C 0.94 2.70 3.78  -0.542
H -2.81 2.38 2.51  0.635
H -3.37 2.49 0.84  0.847
H -1.53 4.15 3.46  0.536
H -0.42 6.34 3.24  0.440
H -0.08 7.33 1.00  0.452
H -0.84 6.12 -1.02  0.461
H -1.96 3.94 -0.80  0.438
H 0.53 2.13 1.28  -0.541
H 0.54 0.41 1.75  -0.535
H -1.72 0.60 3.89  0.502
H -1.73 1.37 6.22  0.468
H -0.02 2.98 7.01  0.427
H 1.70 3.82 5.43  0.464
H 1.67 3.09 3.08  0.529
C -1.95 -1.86 3.26  -1.546
C -1.92 -3.08 2.34  1.821
C -3.33 -3.57 2.07  -1.804
C -1.07 -4.18 2.97  -1.301
O -1.39 -2.65 1.08  0.149
Si 0.12 -2.55 0.47  -3.693
O 0.09 -1.33 -0.61  3.012
O 0.64 -3.94 -0.19  0.623
C 0.00 -4.88 -1.08  1.758
C -0.96 -4.16 -2.02  -1.070
C -0.76 -5.92 -0.26  -1.581
C 1.13 -5.55 -1.85  -1.592
O 1.15 -2.13 1.68  0.848
C 2.55 -2.38 1.87  1.979
C 3.28 -2.42 0.54  -0.822
C 2.71 -3.70 2.61  -1.877
C 3.05 -1.22 2.72  -1.578
H -2.37 -2.12 4.23  0.515
H -2.56 -1.08 2.81  0.320
H -0.93 -1.49 3.40  0.190
H -3.82 -3.87 2.99  0.384
H -3.31 -4.43 1.40  0.401
H -3.92 -2.78 1.59  0.305
H -1.51 -4.47 3.93  0.581
H -0.06 -3.82 3.15  0.061
H -1.03 -5.06 2.33  0.240
H -1.74 -3.65 -1.45  0.124
H -1.44 -4.89 -2.68  0.594
H -0.44 -3.44 -2.64  -0.034
H -1.60 -5.45 0.25  -0.012
H -0.10 -6.37 0.48  0.314
H -1.14 -6.70 -0.91  0.576
H 1.70 -4.81 -2.40  0.120
H 0.74 -6.29 -2.55  0.464
H 1.80 -6.06 -1.15  0.339
H 2.95 -3.27 -0.06  0.039
H 4.36 -2.51 0.70  0.649
H 3.10 -1.50 -0.02  -0.247
H 2.26 -4.51 2.03  0.163
H 2.22 -3.66 3.58  0.375
H 3.76 -3.93 2.77  0.519
H 2.96 -0.28 2.17  0.090
H 4.10 -1.36 2.98  0.510
H 2.47 -1.15 3.64  0.341

Values from the calculation:
frontier orbital gap: 7.674 eV
total charge: +1
E_tot: -3807.1113 Ha
LUMO level: -0.1165 Ha
relative energy (zero: lowest compared OMol25 entry of this formula, charge and spin): 4.8 kcal per mole

***

Computed, not measured: 11 unconnected molecules or ions with the total composition C32H90Cl3O38P9S at a distorted geometry, with wB97M-V/def2-TZVPD.

Last column: Mulliken charge in e.
CARTESIAN COORDINATES (ANGSTROEM)
C -1.61 -0.15 2.15  1.202
O -2.55 -1.26 2.54  0.648
P -3.60 -1.02 3.66  0.558
O -4.37 0.25 3.57  -0.658
O -4.42 -2.39 3.62  -0.420
C -5.50 -2.48 2.62  -0.710
O -2.80 -1.08 5.01  -0.191
C -3.45 -0.37 6.13  -0.815
H -0.77 -0.67 1.65  -1.397
H -1.27 0.34 3.06  0.582
H -2.16 0.54 1.52  -0.153
H -6.12 -3.25 3.03  0.379
H -5.19 -2.81 1.65  0.201
H -6.05 -1.54 2.52  0.244
H -3.22 0.69 6.11  0.202
H -2.91 -0.71 7.00  0.253
H -4.50 -0.60 6.10  0.374
C -2.09 3.54 3.49  -0.364
O -2.55 4.56 2.61  -0.464
P -2.18 4.22 1.07  0.242
O -0.75 4.12 0.75  -0.551
O -2.85 2.85 0.67  1.673
C -4.29 2.51 1.03  -0.574
O -3.00 5.28 0.27  -0.643
C -2.40 6.60 0.09  -0.693
H -2.32 2.54 3.10  -0.063
H -2.47 3.77 4.49  0.297
H -0.97 3.63 3.64  0.224
H -4.82 3.21 0.38  0.280
H -4.47 2.66 2.10  0.424
H -4.46 1.50 0.66  -0.140
H -2.17 7.02 1.07  0.476
H -3.19 7.21 -0.33  0.162
H -1.43 6.73 -0.38  0.239
C -2.75 8.71 -3.84  -0.888
O -1.91 8.17 -2.84  -0.102
P -0.39 7.99 -3.25  1.090
O -0.14 7.31 -4.52  -0.693
O 0.21 7.24 -1.96  -0.454
C 0.20 5.79 -1.82  -0.372
O 0.32 9.37 -3.17  -0.372
C 1.79 9.40 -3.36  -0.706
H -2.23 9.34 -4.55  0.333
H -3.57 9.27 -3.40  0.340
H -3.32 7.96 -4.37  0.227
H 0.67 5.23 -2.65  0.378
H -0.81 5.36 -1.69  -0.219
H 0.68 5.50 -0.89  0.385
H 2.06 10.45 -3.62  0.246
H 2.04 8.75 -4.18  0.346
H 2.35 9.14 -2.45  0.243
C 5.29 -7.78 -3.22  -0.621
O 3.82 -7.69 -3.36  -0.486
P 3.11 -6.61 -2.46  1.063
O 3.57 -5.22 -2.52  -0.475
O 3.24 -7.25 -1.03  -0.400
C 3.26 -6.51 0.24  -0.234
O 1.68 -6.90 -3.03  -0.424
C 0.61 -6.22 -2.28  -0.274
H 5.47 -8.83 -3.47  0.287
H 5.67 -7.45 -2.24  0.258
H 5.81 -7.20 -3.96  0.274
H 4.28 -6.69 0.69  0.290
H 2.56 -6.90 0.95  0.372
H 3.12 -5.43 0.12  -0.078
H 0.67 -5.12 -2.26  -0.210
H 0.64 -6.48 -1.21  0.302
H -0.33 -6.55 -2.73  0.370
C -1.20 2.20 -2.14  -0.408
O -2.15 3.30 -2.30  0.804
P -2.62 3.80 -3.70  0.064
O -3.68 3.07 -4.45  -0.825
O -3.10 5.28 -3.33  0.460
C -4.54 5.39 -3.07  -0.945
O -1.29 4.12 -4.46  -0.228
C -1.30 4.45 -5.86  -0.817
H -1.52 1.23 -2.54  0.008
H -1.10 2.03 -1.06  -0.341
H -0.21 2.50 -2.43  0.615
H -4.58 4.92 -2.06  0.148
H -5.18 4.76 -3.71  0.301
H -4.78 6.45 -3.01  0.323
H -1.18 5.53 -5.90  0.171
H -2.23 4.17 -6.41  0.331
H -0.49 4.00 -6.45  0.252
C 5.52 0.29 4.50  -0.785
O 4.36 -0.60 4.66  -0.202
P 3.02 0.15 5.07  1.127
O 2.61 1.33 4.32  -0.754
O 2.07 -1.09 4.98  -0.369
C 0.69 -0.73 4.48  -0.427
O 3.17 0.55 6.64  -0.364
C 3.79 -0.38 7.55  -0.687
H 6.38 -0.19 5.00  0.285
H 5.43 1.25 5.07  0.387
H 5.68 0.39 3.45  0.227
H 0.27 -0.20 5.33  0.596
H 0.18 -1.68 4.36  0.090
H 0.67 -0.18 3.52  0.148
H 3.62 -1.44 7.34  0.267
H 3.40 -0.12 8.52  0.288
H 4.86 -0.34 7.55  0.267
C -4.96 0.75 -3.16  -0.485
O -5.08 -0.61 -2.74  -0.376
P -4.40 -1.10 -1.39  0.331
O -4.34 -2.58 -1.33  -0.821
O -3.09 -0.20 -1.20  1.082
C -1.85 -0.98 -1.19  0.340
O -5.24 -0.42 -0.23  0.194
C -6.70 -0.61 -0.44  -1.113
H -4.24 1.28 -2.53  -0.043
H -5.95 1.11 -2.92  0.284
H -4.73 0.76 -4.19  0.339
H -1.88 -1.83 -1.91  0.524
H -1.51 -1.24 -0.17  -1.049
H -1.04 -0.31 -1.42  -0.265
H -6.97 -1.62 -0.74  0.416
H -7.16 0.14 -1.12  0.286
H -7.12 -0.43 0.55  0.254
C 2.06 -3.02 2.16  -0.142
O 0.89 -3.41 2.89  0.300
P -0.02 -4.56 2.29  -0.056
O 0.64 -5.53 1.43  -0.704
O -0.63 -5.30 3.58  -0.448
C -1.57 -4.63 4.40  -0.466
O -1.11 -3.62 1.60  0.550
C -2.34 -4.10 0.97  -0.613
H 2.77 -2.75 2.96  0.208
H 1.95 -2.21 1.46  0.092
H 2.60 -3.85 1.70  0.118
H -1.18 -3.76 4.92  0.162
H -1.87 -5.42 5.11  0.365
H -2.48 -4.39 3.83  0.098
H -2.74 -4.99 1.44  0.501
H -2.06 -4.38 -0.02  0.240
H -3.06 -3.26 0.99  -0.332
C 3.64 0.03 1.51  -0.916
O 3.44 -0.21 0.08  -0.069
P 1.95 -0.20 -0.51  -1.034
O 0.94 -0.65 0.47  0.969
O 1.68 1.19 -1.21  -0.327
C 1.56 2.24 -0.21  -0.342
O 2.03 -1.03 -1.82  -0.387
C 2.22 -2.50 -1.60  0.279
H 2.70 0.12 2.03  0.264
H 4.26 0.94 1.50  0.610
H 4.24 -0.81 1.85  0.300
H 2.40 2.28 0.48  0.318
H 0.63 2.15 0.36  0.113
H 1.56 3.18 -0.73  -0.070
H 1.45 -3.02 -0.98  -0.386
H 3.18 -2.71 -1.12  -0.258
H 2.12 -2.92 -2.58  0.526
O 4.97 -3.21 0.78  -0.393
S 6.34 -3.41 0.27  1.012
O 7.42 -3.81 1.17  -0.796
C 6.24 -4.53 -1.09  0.390
C 6.76 -3.80 -2.37  -0.703
C 6.41 -2.32 -2.11  -0.437
C 6.76 -1.98 -0.67  -0.454
H 5.21 -4.87 -1.25  -0.756
H 6.80 -5.41 -0.80  0.478
H 7.83 -3.86 -2.54  0.318
H 6.23 -4.17 -3.24  0.374
H 5.39 -2.04 -2.36  0.054
H 6.96 -1.61 -2.75  0.452
H 6.22 -1.12 -0.27  0.075
H 7.82 -1.78 -0.57  0.424
Cl -0.69 -3.48 -4.31  -0.027
C -1.74 -2.63 -5.46  -0.212
Cl -0.88 -2.40 -6.96  -0.135
Cl -2.34 -1.13 -4.73  0.000
H -2.62 -3.25 -5.59  0.340

Values from the calculation:
frontier orbital gap: 10.881 eV
E_tot: -8984.1319 Ha
SMILES: COP(=O)(OC)OC.COP(=O)(OC)OC.COP(=O)(OC)OC.COP(=O)(OC)OC.COP(=O)(OC)OC.COP(=O)(OC)OC.COP(=O)(OC)OC.COP(=O)(OC)OC.COP(=O)(OC)OC.O=S1(=O)CCCC1.ClC(Cl)Cl
LUMO level: 0.0207 Ha